{
  "formula": "C14H48BMgO14S3",
  "method": "the ωB97M-V functional and the def2-TZVPD basis",
  "homo_lumo_gap_ev": 9.74,
  "total_charge": 1,
  "lumo_energy_ev": -2.79,
  "e_tot_ev": -82580.91795,
  "species": ["Mg", "B", "H", "H", "H", "H", "O", "S", "O", "O", "C", "C", "C", "H", "H", "H", "H", "H", "H", "H", "H", "O", "S", "O", "O", "C", "C", "C", "H", "H", "H", "H", "H", "H", "H", "H", "O", "S", "O", "O", "C", "C", "C", "H", "H", "H", "H", "H", "H", "H", "H", "C", "O", "H", "H", "H", "H", "C", "O", "H", "H", "H", "H", "C", "O", "H", "H", "H", "H", "C", "O", "H", "H", "H", "H", "C", "O", "H", "H", "H", "H"],
  "xyz": [[0.1302, -2.1416, 0.1423], [-0.3669, -0.4933, -0.8861], [-0.1561, -1.4362, -1.4647], [-0.7120, 0.3830, -1.5452], [-1.1658, -0.7881, -0.1416], [0.5780, -0.2411, -0.3061], [1.6742, -1.0667, 3.7795], [2.3450, -0.9108, 2.5297], [1.7937, -1.4680, 1.3017], [2.5811, 0.6687, 2.3201], [2.9531, 1.4065, 3.4936], [2.8146, 2.8876, 3.2562], [4.0346, -1.5109, 2.5661], [3.9743, 1.1769, 3.8110], [2.3211, 1.1312, 4.3403], [3.4205, 3.2609, 2.4317], [3.0350, 3.5084, 4.1246], [1.7743, 3.1359, 3.0351], [4.4798, -1.2730, 1.5976], [4.0589, -2.5930, 2.6848], [4.5898, -1.0371, 3.3716], [-2.8233, 2.6866, -4.0903], [-3.0627, 1.3654, -4.6094], [-4.0670, 1.1589, -5.6040], [-1.6902, 0.7663, -5.2040], [-0.4614, 1.0196, -4.4608], [0.2092, -0.3121, -4.2257], [-3.3976, 0.2179, -3.2326], [-0.7056, 1.5830, -3.5579], [0.1138, 1.7048, -5.0840], [-0.5258, -1.0099, -3.8312], [1.0971, -0.1554, -3.6094], [0.5920, -0.7531, -5.1490], [-2.4549, -0.1879, -2.8808], [-4.1148, -0.5167, -3.5826], [-3.8291, 0.8495, -2.4566], [-0.9146, -1.7741, 1.8283], [-1.7033, -1.7030, 3.0624], [-1.5585, -2.7426, 4.0274], [-1.4530, -0.2970, 3.7846], [-1.4867, 0.8734, 2.9187], [-0.7883, 2.0132, 3.6436], [-3.4801, -1.5475, 2.6262], [-2.5323, 1.1356, 2.7468], [-1.0380, 0.6485, 1.9511], [-1.2687, 2.2953, 4.5804], [-0.9172, 2.8720, 2.9806], [0.2483, 1.7887, 3.8785], [-3.5821, -0.7621, 1.8814], [-3.9544, -1.2552, 3.5618], [-3.8431, -2.5379, 2.3678], [1.3996, -3.8368, -2.1626], [1.5995, -3.0208, -1.0067], [1.1121, -3.1605, -2.9741], [2.2890, -4.3708, -2.4939], [0.6179, -4.5829, -2.0145], [2.4950, -3.1303, -0.6662], [3.4455, 0.0168, -1.1110], [4.7666, -0.2162, -0.6192], [3.0166, -0.9383, -1.3945], [2.7915, 0.4864, -0.3742], [3.5191, 0.7008, -1.9591], [5.2121, 0.6266, -0.4998], [-2.1684, -3.3004, -1.5211], [-1.2851, -3.4119, -0.4051], [-2.9916, -2.6190, -1.2835], [-1.6090, -2.9734, -2.3902], [-2.7067, -4.2166, -1.7784], [-1.6772, -3.9494, 0.2941], [-2.7947, 2.9857, 0.0923], [-2.8403, 1.5715, 0.0150], [-3.1353, 3.4942, -0.8114], [-3.4239, 3.3226, 0.9164], [-1.7646, 3.2891, 0.3028], [-2.0657, 1.1996, -0.4169], [1.0495, 2.9158, 0.1857], [0.5896, 2.5278, -1.0935], [0.5103, 2.3149, 0.9333], [2.1166, 2.7133, 0.2738], [0.7825, 3.9557, 0.3692], [0.3845, 1.5830, -1.1100]],
  "atomic_forces_ev_per_a": [[1.124, -0.473, 1.496], [-0.744, 2.074, -1.080], [0.321, -1.297, -2.182], [-0.417, 0.648, -0.857], [-1.763, 0.079, 1.104], [1.534, 0.647, 0.900], [-0.131, -0.471, -0.493], [1.475, 0.467, 0.394], [0.085, 0.366, 0.579], [-0.456, -1.285, -0.863], [0.360, 0.746, 1.592], [-0.614, 0.568, -0.642], [-0.209, 0.045, -0.227], [0.058, -0.213, -0.394], [-0.117, -0.198, -0.240], [0.095, -0.157, -0.022], [0.329, -0.463, 0.233], [0.032, -0.104, -0.217], [-0.097, 0.219, 0.008], [-0.329, 0.029, 0.189], [-0.146, 0.034, 0.060], [0.084, -0.721, -0.035], [0.059, -0.280, 0.193], [0.441, -0.031, 0.123], [-0.702, 0.282, 0.176], [-0.383, 0.371, -0.445], [0.386, 0.231, -0.569], [0.044, 1.156, -0.411], [0.089, -0.259, 0.138], [0.168, -0.173, 0.031], [0.265, -0.056, 0.435], [-0.277, -0.241, 0.413], [-0.227, 0.199, -0.183], [-0.019, -0.156, 0.010], [0.152, -0.132, -0.053], [-0.052, -0.155, 0.084], [-0.491, -0.242, 1.338], [-1.366, 0.587, 0.458], [0.244, 0.467, -0.408], [0.236, -1.509, -0.859], [-0.132, 0.688, 0.464], [-0.534, -0.071, -0.217], [1.338, 0.036, 0.676], [0.031, -0.059, -0.040], [0.158, -0.056, 0.100], [-0.208, -0.291, -0.014], [0.487, 0.106, 0.054], [0.050, 0.049, -0.305], [-0.124, -0.215, -0.246], [0.022, 0.057, -0.004], [0.057, 0.065, -0.378], [-0.303, 0.012, -1.124], [0.440, -0.576, 0.664], [-0.068, -0.185, 0.061], [0.192, 0.193, 0.358], [-0.010, 0.183, 0.266], [-0.089, 0.040, -0.006], [0.477, 0.730, -0.083], [-0.207, -0.391, 0.397], [0.037, 0.009, -0.172], [0.055, -0.072, 0.148], [-0.344, -0.228, -0.225], [-0.030, 0.040, -0.065], [-1.385, 0.078, -0.367], [-0.095, -1.077, 0.211], [0.427, 0.412, -0.093], [0.058, 0.155, 0.119], [0.649, -0.375, 0.254], [-0.110, -0.005, -0.180], [0.651, 0.241, 0.115], [-0.665, -0.468, 0.263], [0.043, -0.214, -0.140], [-0.064, -0.208, 0.026], [-0.099, 0.278, -0.073], [0.111, 0.330, -0.190], [-0.704, -0.947, -0.018], [-0.071, 0.382, -0.461], [0.288, 0.115, 0.219], [0.124, 0.315, 0.225], [0.307, 0.082, -0.170], [0.195, 0.241, 0.178]]
}